A 3-piece molecular cluster, C5H15NO2 overall. Source: the OMol25 dataset; level of theory: ωB97M-V with the def2-TZVPD basis set.

Element x y z (Å)
C: 1.576 1.087 0.740
C: 2.087 -0.003 -0.208
C: 0.983 -0.616 -1.084
C: -0.910 0.174 -2.490
C: 0.292 0.374 -1.979
N: 0.357 0.759 1.478
H: 2.306 1.355 1.497
H: 1.395 1.970 0.130
H: 2.554 -0.833 0.331
H: 2.805 0.454 -0.888
H: 1.487 -1.366 -1.706
H: 0.247 -1.189 -0.513
H: -1.442 0.850 -3.147
H: -1.433 -0.758 -2.277
H: 0.768 1.345 -2.115
H: 0.595 0.035 2.151
H: -0.410 0.384 0.928
H: -3.060 0.918 0.288
H: -2.074 1.974 0.627
O: -2.348 1.095 0.915
H: -0.835 -2.002 2.332
H: -0.630 -3.201 1.472
O: -1.286 -2.517 1.654

Calculated values
HOMO-LUMO gap (eV): 9.67
Calculated total energy (eV): -11012.434
SMILES: C=CCCCN.O.O
Energy above the lowest of the compared OMol25 structures with the same formula, charge and spin (eV): 1.512
E_HOMO (eV): -8.93

These are the natural (NBO) partial charges, in e, on atoms 1 to 4:
1. C -0.221
2. C -0.405
3. C -0.458
4. C -0.400